(1)
Density functional theory data (the ωB97M-V functional and the def2-TZVPD basis) for a structure of composition C28H37N2O2PPt.

Structure (ORCA input):
```
! wB97M-V def2-TZVPD RIJCOSX def2/J DEFGRID3
* xyz 0 3
C 1.586 -4.244 1.195
C 2.312 -3.178 1.696
C 2.233 -1.910 1.096
C 1.387 -1.714 -0.002
C 0.533 -2.758 -0.392
C 0.673 -4.032 0.163
C 3.044 -0.842 1.756
C 3.434 0.445 1.022
N 3.319 0.383 -0.483
Pt 1.409 0.052 -1.113
C -0.542 -2.527 -1.409
P -0.367 -0.815 -2.084
H 2.966 -3.318 2.562
H 0.071 -4.859 -0.214
H 1.702 -5.234 1.630
H -1.546 -2.620 -0.963
H -0.491 -3.245 -2.236
H 2.470 -0.498 2.631
H 3.979 -1.277 2.149
H 2.787 1.272 1.337
C -1.923 -0.017 -2.506
C 0.370 -1.150 -3.732
H 4.492 0.685 1.245
C 4.161 -0.744 -1.017
C 3.807 1.710 -1.006
H -0.282 -0.074 -0.462
H 5.136 -0.358 -1.327
H 4.291 -1.511 -0.249
H 3.661 -1.169 -1.891
H 4.859 1.625 -1.299
H 3.203 2.017 -1.863
H 3.690 2.468 -0.223
H -0.295 -1.755 -4.359
H 0.548 -0.174 -4.193
H 1.336 -1.653 -3.608
H -2.455 -0.577 -3.286
H -2.578 0.072 -1.634
H -1.707 0.988 -2.879
H 2.032 0.755 -2.539
C -6.203 0.440 0.191
C -5.068 1.377 -0.140
C -5.051 1.995 -1.390
C -4.016 2.854 -1.757
C -2.976 3.095 -0.871
C -2.972 2.478 0.391
N -1.843 2.648 1.174
C -1.776 2.851 2.547
C -2.629 3.724 3.243
C -2.511 3.834 4.628
C -1.595 3.021 5.316
C -0.740 2.165 4.610
C -0.775 2.142 3.222
C 0.121 1.288 2.352
O 0.239 0.087 2.683
O 0.651 1.897 1.357
C -4.032 1.614 0.773
C -4.003 0.926 2.100
H -5.844 -0.569 0.434
H -6.804 0.796 1.038
H -6.872 0.351 -0.672
H -5.874 1.790 -2.081
H -4.019 3.335 -2.736
H -2.155 3.770 -1.122
H -0.923 2.669 0.722
H -3.355 4.312 2.673
H -3.137 4.547 5.170
H -1.546 3.058 6.407
H -0.022 1.512 5.110
H -3.073 0.357 2.245
H -4.069 1.644 2.927
H -4.839 0.230 2.207
*
```

Output
* expectation value of S²: 2.0094
* frontier orbital gap (alpha / beta): 6.803 / 4.151 eV
* E_LUMO (alpha / beta): 0.16 / -2.61 eV

---

(2)
Density functional theory data (the ωB97M-V functional and the def2-TZVPD basis) for a structure of composition C28H38As2HfIN3O2.

Structure (ORCA input):
```
! wB97M-V def2-TZVPD RIJCOSX def2/J DEFGRID3
* xyz 2 1
Hf -0.024 0.462 0.254
I 1.197 3.205 1.324
C -0.713 4.119 1.012
C -0.823 5.418 1.411
C -2.022 6.109 1.163
C -3.024 5.480 0.484
C -2.893 4.136 0.060
C -3.932 3.530 -0.684
C -3.821 2.237 -1.099
C -2.684 1.485 -0.748
C -1.624 1.995 -0.011
C -1.719 3.378 0.358
H 0.001 5.918 1.901
H -2.125 7.131 1.500
H -3.940 6.005 0.246
H -4.807 4.120 -0.924
H -4.605 1.772 -1.682
H -2.685 0.456 -1.095
C 4.069 1.520 -0.117
As 2.809 0.111 0.372
C 3.982 -0.805 1.666
C 2.903 -1.097 -1.163
C 3.744 -0.836 -2.241
C 3.755 -1.676 -3.345
C 2.918 -2.782 -3.382
C 2.076 -3.048 -2.312
C 2.059 -2.211 -1.201
As 0.942 -2.572 0.358
C 2.172 -3.897 1.151
C -0.343 -3.925 -0.255
H 3.696 2.097 -0.961
H 5.038 1.088 -0.356
H 4.191 2.187 0.736
H 4.778 -1.318 1.132
H 3.429 -1.516 2.276
H 4.423 -0.051 2.317
H 4.397 0.026 -2.226
H 4.417 -1.465 -4.175
H 2.928 -3.444 -4.238
H 1.429 -3.916 -2.347
H 2.367 -4.660 0.400
H 1.706 -4.363 2.018
H 3.117 -3.450 1.448
H 0.183 -4.753 -0.726
H -1.081 -3.531 -0.948
H -0.852 -4.327 0.624
N 0.122 0.302 2.750
C -0.589 -0.624 3.682
C -2.071 -0.271 3.846
C -3.057 -1.103 3.025
C -3.161 -0.762 1.549
N -1.910 -1.104 0.806
H 1.117 0.173 2.923
H -0.062 1.243 3.091
H -0.102 -0.565 4.655
H -0.466 -1.645 3.318
H -2.218 0.794 3.632
H -2.323 -0.412 4.897
H -4.050 -0.967 3.455
H -2.810 -2.165 3.139
H -3.380 0.296 1.409
H -3.996 -1.330 1.135
H -2.178 -1.326 -0.157
H -1.614 -2.001 1.175
O 0.983 1.292 -1.574
C 0.390 0.466 -2.322
C 0.383 0.386 -3.815
C -0.557 -0.800 -4.076
C -1.081 -1.184 -2.707
O -1.970 -1.944 -2.418
N -0.386 -0.446 -1.738
H 1.395 0.248 -4.193
H 0.011 1.328 -4.222
H -0.041 -1.659 -4.504
H -1.389 -0.563 -4.737
*
```

Output
* frontier orbital gap: 7.502 eV
* E_LUMO: -5.91 eV

---

(3)
Density functional theory data (the ωB97M-V functional and the def2-TZVPD basis) for a cluster of 8 separate species, C28H38Cl4F18O12 in total.

Structure (ORCA input):
```
! wB97M-V def2-TZVPD RIJCOSX def2/J DEFGRID3
* xyz 0 1
C -3.243 1.536 0.406
C -3.703 0.672 1.534
O -4.956 0.033 1.248
C -6.049 0.699 1.564
O -6.116 1.746 2.135
C -7.326 -0.039 1.114
F -7.069 -1.154 0.433
F -8.060 -0.354 2.186
F -8.044 0.771 0.327
H -4.056 2.146 0.005
H -2.802 1.002 -0.438
H -2.514 2.287 0.721
H -3.772 1.286 2.438
H -3.055 -0.130 1.890
C -2.929 -3.222 -0.036
C -2.402 -4.638 0.058
O -3.519 -5.520 0.020
C -3.251 -6.800 -0.131
O -2.176 -7.314 -0.112
C -4.538 -7.629 -0.351
F -4.584 -8.022 -1.635
F -4.524 -8.709 0.427
F -5.658 -6.941 -0.102
H -2.146 -2.476 -0.062
H -3.554 -3.080 0.848
H -3.559 -3.134 -0.922
H -1.796 -4.736 0.968
H -1.663 -4.923 -0.700
C 7.368 -3.576 -3.589
C 7.106 -3.524 -2.105
O 6.736 -2.180 -1.693
C 5.486 -1.833 -1.883
O 4.611 -2.490 -2.365
C 5.193 -0.402 -1.379
F 3.927 -0.309 -0.979
F 5.984 -0.081 -0.341
F 5.402 0.494 -2.352
H 8.150 -2.857 -3.837
H 6.488 -3.188 -4.107
H 7.597 -4.588 -3.902
H 8.001 -3.722 -1.522
H 6.307 -4.193 -1.790
C 3.776 3.665 1.184
C 5.111 4.331 0.945
O 4.893 5.534 0.183
C 5.729 5.807 -0.805
O 6.612 5.122 -1.214
C 5.411 7.184 -1.429
F 6.307 8.081 -0.986
F 5.542 7.095 -2.767
F 4.188 7.621 -1.157
H 3.946 2.736 1.725
H 3.276 3.475 0.238
H 3.173 4.327 1.807
H 5.771 3.662 0.396
H 5.584 4.632 1.878
C -2.579 -1.226 -3.597
C -1.648 -2.101 -4.412
O -0.293 -1.755 -4.103
C 0.278 -0.689 -4.625
O -0.141 0.035 -5.470
C 1.643 -0.457 -3.923
F 2.622 -0.989 -4.682
F 1.865 0.841 -3.788
F 1.699 -1.053 -2.730
H -3.619 -1.459 -3.833
H -2.470 -0.195 -3.948
H -2.380 -1.263 -2.530
H -1.862 -1.981 -5.474
H -1.743 -3.148 -4.140
C -4.546 1.369 7.984
C -3.922 0.509 6.914
O -2.823 1.183 6.298
C -2.279 0.644 5.231
O -2.725 -0.258 4.585
C -0.880 1.221 4.914
F 0.020 0.265 5.120
F -0.800 1.599 3.627
F -0.564 2.263 5.673
H -3.934 1.405 8.888
H -5.531 0.996 8.253
H -4.662 2.407 7.665
H -4.675 0.281 6.155
H -3.582 -0.441 7.329
Cl -1.380 2.784 -2.601
C 0.089 3.649 -3.081
C 0.674 4.389 -1.907
Cl 2.094 5.345 -2.449
H -0.210 4.399 -3.815
H 0.793 2.980 -3.558
H 1.093 3.676 -1.204
H 0.006 5.078 -1.407
Cl 1.161 1.418 0.087
C 0.279 0.035 0.725
C 1.181 -1.167 0.900
Cl 0.220 -2.534 1.486
H -0.584 -0.188 0.097
H -0.129 0.294 1.701
H 1.913 -0.918 1.668
H 1.719 -1.424 -0.008
*
```

Output
* SMILES: CCOC(=O)C(F)(F)F.CCOC(=O)C(F)(F)F.CCOC(=O)C(F)(F)F.CCOC(=O)C(F)(F)F.CCOC(=O)C(F)(F)F.CCOC(=O)C(F)(F)F.ClCCCl.ClCCCl
* frontier orbital gap: 11.178 eV
* E_LUMO: 0.35 eV